{
  "formula": "C3H3NO",
  "method": "ωB97M-V with the def2-TZVPD basis set",
  "species": ["N", "C", "C", "C", "O", "H", "H", "H"],
  "positions_angstrom": [[-0.7571, -0.5447, 2.1761], [-0.1987, -0.4856, 1.1590], [0.6130, -0.3416, -0.1868], [-0.4283, 0.5710, -0.6499], [1.7641, 0.2360, -0.1972], [0.5321, -1.3660, -0.6044], [-1.2122, 0.3285, -1.3707], [-0.3129, 1.6025, -0.3262]],
  "nbo_charge": [-0.30, 0.19, -0.04, -0.11, -0.42, 0.25, 0.21, 0.22],
  "spin_multiplicity": 1,
  "homo_energy_ev": [-11.2, -9.4]
}

---

{
  "formula": "C3H3NO",
  "method": "ωB97M-V with the def2-TZVPD basis set",
  "species": ["C", "C", "N", "C", "O", "H", "H", "H"],
  "positions_angstrom": [[-0.6115, 0.5954, -0.6784], [-0.6567, -0.6262, -0.1539], [0.5406, -1.1428, 0.4199], [1.3052, -0.2768, 0.8354], [2.0214, 0.5294, 1.2815], [-1.4856, 1.2165, -0.8242], [0.4091, 0.9855, -0.7868], [-1.5224, -1.2810, -0.0934]],
  "nbo_charge": [-0.45, -0.01, -0.58, 0.89, -0.48, 0.22, 0.19, 0.21],
  "smiles": "C=CN=C=O",
  "spin_multiplicity": 1,
  "homo_energy_ev": -9.5
}

---

Relative energy (zero: lowest compared OMol25 entry of this formula, charge and spin): 104.9 12.9 (kcal per mole)